Record 1
This record from the OMol25 dataset describes one molecule with the formula C20H31N5O4. The level of theory is the ωB97M-V functional and the def2-TZVPD basis.

## Properties
- multiplicity = 1
- HOMO-LUMO gap (eV) = 8.8
- calculated total energy (eV) = -36882.9473
- relative energy (zero: lowest compared OMol25 entry of this formula, charge and spin) (eV) = 1.678
- SMILES = CC(C)Cn1[nH]c(CC(=O)N2CC(CN(C)C(=O)CC(=O)NC3CC3)C2)cc1=O
- max |F| (eV/Å) = 0.48

```
60
Properties=species:S:1:pos:R:3:forces:R:3:lowdin_charge:R:1
C 0.7570 3.3756 -0.8523 -0.1 0.0 -0.2 -0.09
C 0.6752 4.7406 -0.1806 0.2 -0.1 0.4 -0.40
C 1.8191 4.8763 0.8271 0.0 0.0 0.0 -0.08
C -0.6746 4.9913 0.5239 -0.2 0.1 -0.4 -0.11
N -1.3446 3.8242 1.0398 -0.1 0.0 0.2 -0.07
N -2.1562 3.0300 0.2189 0.2 0.0 0.2 0.09
C -2.5770 1.9770 1.0355 -0.1 0.0 -0.2 -0.24
C -3.5272 0.9771 0.4571 -0.2 -0.1 -0.1 -0.03
C -3.8130 -0.1142 1.4766 0.2 -0.1 -0.1 -0.48
O -4.5895 0.0437 2.3989 0.0 0.0 0.1 0.08
N -3.0715 -1.2325 1.3324 0.0 0.1 0.0 -0.03
C -2.2534 -1.8022 0.2581 0.1 0.0 0.1 -0.07
C -2.0518 -3.0567 1.1551 -0.1 0.0 -0.1 -0.22
C -0.6248 -3.3845 1.5497 0.0 0.0 0.1 -0.12
N 0.1603 -3.9728 0.4685 0.0 0.2 0.0 -0.09
C -0.0235 -5.3974 0.2666 0.0 0.0 0.0 -0.03
C 0.9658 -3.1691 -0.2815 -0.1 -0.1 0.1 -0.41
O 1.0105 -1.9582 -0.0880 -0.1 -0.1 0.1 0.04
C 1.7847 -3.8534 -1.3592 0.1 0.0 0.0 -0.01
C 2.8273 -3.0381 -2.1210 -0.1 0.1 0.0 -0.48
O 3.7807 -3.6161 -2.6103 0.0 0.0 0.0 0.06
N 2.5689 -1.7258 -2.2873 0.1 0.0 -0.1 0.11
C 3.4862 -0.8820 -2.9929 0.0 0.0 0.0 -0.29
C 3.2037 0.5826 -3.0099 -0.1 0.1 -0.1 -0.10
C 4.3738 0.0555 -2.2258 0.1 -0.1 0.1 -0.09
C -2.8956 -2.3505 2.2485 -0.1 0.0 -0.1 -0.06
C -1.9850 2.0273 2.2356 0.2 0.2 0.1 0.09
C -1.1641 3.2462 2.2793 0.0 -0.1 -0.2 -0.44
O -0.4414 3.7003 3.1487 0.0 0.0 0.1 0.04
H 0.6862 2.5769 -0.1104 0.0 0.0 0.0 0.08
H -0.0363 3.2204 -1.5854 0.0 0.0 0.0 0.07
H 1.7159 3.2788 -1.3628 0.0 0.0 0.0 0.07
H 0.7968 5.5228 -0.9363 -0.1 0.0 0.0 0.13
H 1.7132 4.1405 1.6268 0.0 0.0 0.0 0.08
H 2.7847 4.7238 0.3411 0.0 0.0 0.0 0.08
H 1.8246 5.8644 1.2903 0.0 0.0 0.0 0.08
H -0.5375 5.6683 1.3674 0.0 -0.1 0.0 0.13
H -1.3728 5.4801 -0.1646 0.0 0.0 0.0 0.12
H -2.9107 3.5774 -0.1847 0.0 0.0 0.0 0.16
H -4.4748 1.4518 0.1915 0.0 0.0 0.1 0.13
H -3.0901 0.5734 -0.4585 0.0 0.0 0.0 0.12
H -2.8105 -1.9733 -0.6646 0.0 0.0 0.0 0.12
H -1.3320 -1.2545 0.0589 0.0 0.0 -0.1 0.11
H -2.5552 -3.9397 0.7610 0.0 0.0 0.0 0.13
H -0.1188 -2.4842 1.8960 0.0 0.0 0.0 0.13
H -0.6319 -4.0991 2.3785 0.0 0.0 0.0 0.13
H 0.5792 -5.7613 -0.5568 0.0 0.0 0.0 0.08
H 0.2586 -5.9449 1.1689 0.0 0.0 0.0 0.10
H -1.0688 -5.6232 0.0440 0.0 0.0 0.0 0.09
H 2.3323 -4.6998 -0.9470 0.0 0.0 0.0 0.13
H 1.0971 -4.2615 -2.1058 0.0 0.0 0.0 0.14
H 1.8849 -1.3173 -1.6627 0.0 0.0 0.0 0.11
H 3.8867 -1.3444 -3.8831 0.0 0.0 0.0 0.14
H 3.3975 1.1265 -3.9243 0.0 0.0 0.0 0.10
H 2.3374 0.9321 -2.4633 0.0 0.0 0.1 0.09
H 4.2917 0.0325 -1.1469 -0.1 0.0 0.0 0.10
H 5.3744 0.2312 -2.5963 0.0 0.0 0.0 0.10
H -2.3368 -2.0686 3.1443 -0.1 -0.1 0.1 0.13
H -3.8238 -2.8483 2.5283 0.0 0.0 0.1 0.12
H -2.0812 1.3247 3.0448 0.0 0.0 0.0 0.12
```
Positions in Å, forces in eV/Å.

---

Record 2
This record from the OMol25 dataset describes C20H32AsBrN6RuSeSi2 as an isolated structure. The level of theory is the ωB97M-V functional and the def2-TZVPD basis.

## Properties
- net charge = +2
- multiplicity = 1
- HOMO-LUMO gap (spin up / spin down) (eV) = 6.0 / 6.0
- calculated total energy (eV) = -244755.8896
- max |F| (eV/Å) = 1.56

```
64
Properties=species:S:1:pos:R:3:forces:R:3:lowdin_charge:R:1
Ru 1.0094 0.3899 0.5676 0.7 -0.4 1.3 0.32
N 5.0381 0.7291 1.2305 -0.2 0.0 0.0 0.15
C 5.1767 0.5545 -0.1245 0.0 0.0 -0.1 -0.02
C 3.9296 0.3075 -0.6132 0.2 -0.3 0.0 -0.10
N 3.0451 0.2940 0.4306 -0.2 0.5 0.0 -0.09
C 3.7337 0.5872 1.5267 -0.1 -0.1 0.2 -0.25
C 2.9448 0.7781 2.7220 -0.2 -0.1 -0.1 -0.25
N 1.6285 0.6948 2.5522 0.4 0.3 -0.3 -0.06
C 1.0593 0.9498 3.7696 -0.1 -0.1 0.0 -0.08
C 2.0466 1.1707 4.6808 -0.1 0.0 0.1 -0.03
N 3.2349 1.0588 4.0058 0.0 0.0 -0.2 0.14
H 5.7865 0.9504 1.8668 0.0 0.0 0.0 0.18
H 6.1299 0.6254 -0.6150 0.0 0.0 0.0 0.13
H 3.6212 0.1161 -1.6227 0.0 0.0 -0.1 0.11
H -0.0054 0.9357 3.9171 0.0 0.0 0.0 0.11
H 2.0096 1.3826 5.7332 0.0 0.0 0.0 0.13
H 4.1469 1.1666 4.4185 0.0 0.0 0.0 0.18
C -1.8296 3.3912 1.2677 0.0 0.0 0.1 0.00
N -1.5845 3.4528 -0.1592 0.1 0.0 -0.1 -0.06
C -0.4180 3.2532 -0.7817 0.1 -0.1 0.0 -0.72
Se 1.2428 2.8057 -0.0135 0.0 0.0 0.1 0.69
N -0.5998 3.4475 -2.0948 0.0 0.1 0.2 0.12
C -1.9238 3.7704 -2.3482 -0.2 0.0 0.1 -0.17
C -2.6132 4.0455 -3.5222 0.0 0.0 0.1 0.01
C -3.9592 4.3223 -3.3900 0.0 0.0 0.0 -0.05
C -4.5959 4.3252 -2.1398 0.0 0.0 0.0 -0.05
C -3.9106 4.0494 -0.9731 0.1 0.0 0.0 0.01
C -2.5551 3.7718 -1.1064 -0.1 0.0 -0.2 -0.15
H -0.8722 3.3254 1.7806 -0.1 0.0 0.0 0.05
H -2.4440 2.5212 1.5013 0.0 0.0 0.0 0.10
H -2.3486 4.2960 1.5795 0.0 0.0 0.0 0.11
H 0.1427 3.3483 -2.7682 0.0 0.0 0.0 0.16
H -2.1249 4.0499 -4.4859 0.0 0.0 0.0 0.12
H -4.5404 4.5470 -4.2728 0.0 0.0 0.0 0.12
H -5.6515 4.5522 -2.0910 0.0 0.0 0.0 0.12
H -4.4050 4.0577 -0.0123 0.0 0.0 0.0 0.12
Br -0.1480 0.0370 -1.5977 -0.1 -0.6 -0.3 0.16
C 0.0675 -3.7821 -2.5715 0.1 0.0 0.1 -0.21
Si 1.3847 -3.5749 -1.2732 0.1 -0.2 0.0 0.31
C 1.6141 -5.0877 -0.2032 0.0 0.2 0.1 -0.21
C 2.9859 -2.9029 -1.9469 -0.1 -0.1 0.0 -0.21
As 0.5515 -1.9300 0.3129 -0.4 0.8 -0.9 0.83
Si -1.8088 -2.2912 0.7279 -0.1 -0.1 0.1 0.29
C -1.8594 -3.9760 1.5368 0.1 0.1 -0.1 -0.22
C -2.8491 -2.1761 -0.8181 0.1 0.0 0.1 -0.22
C -2.1836 -0.9067 1.9394 0.1 0.0 -0.1 -0.23
H 0.4511 -4.4727 -3.3262 0.0 0.0 0.0 0.05
H -0.1763 -2.8420 -3.0671 0.0 0.0 0.0 0.02
H -0.8457 -4.2187 -2.1661 0.0 0.0 0.0 0.03
H 1.8684 -5.9452 -0.8274 0.0 0.0 -0.1 0.05
H 0.7088 -5.3471 0.3489 0.0 0.0 0.0 0.02
H 2.4246 -4.9523 0.5144 0.0 0.0 0.0 0.04
H 3.4493 -3.6693 -2.5728 0.0 0.0 0.0 0.05
H 3.6889 -2.6559 -1.1521 0.0 0.0 0.0 0.03
H 2.8210 -2.0248 -2.5715 0.0 0.0 0.0 0.03
H -1.7074 -4.7712 0.8046 0.0 0.0 0.0 0.03
H -2.8339 -4.1426 1.9979 -0.1 0.0 0.0 0.05
H -1.1067 -4.0862 2.3207 0.0 0.0 0.0 0.04
H -3.7195 -2.8237 -0.6991 -0.1 0.0 0.0 0.05
H -2.3245 -2.4825 -1.7220 0.0 0.0 0.0 0.00
H -3.1992 -1.1547 -0.9671 0.0 0.0 0.0 0.03
H -1.7422 -1.1074 2.9170 0.0 0.0 0.0 0.03
H -3.2602 -0.7895 2.0713 -0.1 0.0 0.0 0.05
H -1.7961 0.0527 1.5746 0.0 0.0 0.0 -0.01
```
Positions in Å, forces in eV/Å.

---

Record 3
This record from the OMol25 dataset describes C20H32BeN5OSTe as an isolated structure. The level of theory is the ωB97M-V functional and the def2-TZVPD basis.

## Properties
- net charge = +1
- multiplicity = 1
- HOMO-LUMO gap (eV) = 7.8
- calculated total energy (eV) = -49286.0439
- relative energy (zero: lowest compared OMol25 entry of this formula, charge and spin) (eV) = 0.000
- max |F| (eV/Å) = 1.09

```
61
Properties=species:S:1:pos:R:3:forces:R:3:lowdin_charge:R:1
Be -1.5017 -0.0169 -1.3042 0.3 0.0 0.2 -0.30
O -2.1216 0.6381 -4.1042 0.2 -0.4 0.7 0.18
C -1.9514 0.2821 -3.0449 -0.6 0.5 -0.8 -0.15
C -0.1852 1.1522 2.9531 0.0 0.0 0.0 -0.05
N -0.9362 1.2242 1.7145 0.0 0.1 -0.1 -0.02
C -0.6055 1.9726 0.6603 0.2 -0.1 0.0 -0.72
S -1.6806 2.0250 -0.6962 0.1 0.0 -0.1 0.81
N 0.5148 2.6735 0.6800 -0.2 0.0 0.2 0.01
C 0.9805 3.5582 -0.3848 0.0 0.0 -0.1 -0.04
H -0.7118 0.4935 3.6376 0.0 0.0 0.0 0.10
H -0.1026 2.1351 3.4235 0.0 0.0 0.0 0.10
H 0.8111 0.7428 2.7831 0.0 0.0 0.0 0.07
H -1.8289 0.7634 1.6467 0.0 0.0 0.0 0.12
H 1.0860 2.6299 1.5105 0.0 -0.1 0.0 0.14
H 0.1369 4.0910 -0.8156 0.0 0.0 0.0 0.07
H 1.4889 2.9879 -1.1611 0.0 0.0 0.0 0.07
H 1.6729 4.2698 0.0564 0.0 0.0 0.0 0.10
C 5.7397 2.7813 -0.8993 0.0 0.0 0.0 -0.04
C 4.4841 1.9918 -1.1357 0.0 0.0 0.0 -0.27
C 3.9543 1.1671 -0.1556 0.0 0.1 0.0 -0.02
C 2.8220 0.3878 -0.3821 0.0 0.0 0.0 -0.33
C 2.3403 -0.5013 0.7299 0.0 0.0 0.0 -0.10
C 2.1976 0.4459 -1.6314 0.0 0.0 0.0 -0.50
Te 0.6364 -0.9006 -2.1305 0.0 -0.1 0.1 1.16
C 2.6935 1.2990 -2.6287 0.0 0.0 0.1 -0.34
C 2.0290 1.4411 -3.9691 0.0 0.0 -0.1 -0.09
C 3.8286 2.0537 -2.3587 0.0 0.0 0.0 -0.02
H 6.0551 2.7240 0.1409 0.0 0.0 0.0 0.08
H 5.6024 3.8308 -1.1586 0.0 0.0 0.0 0.08
H 6.5522 2.3976 -1.5179 0.0 0.0 0.0 0.09
H 4.4393 1.1179 0.8132 0.0 0.0 0.0 0.12
H 2.6409 -1.5378 0.5583 -0.1 0.0 0.0 0.09
H 1.2527 -0.4850 0.8124 0.0 0.0 0.0 0.02
H 2.7709 -0.1857 1.6812 0.0 0.0 0.0 0.08
H 0.9573 1.6179 -3.8607 0.0 0.0 0.0 0.06
H 2.1457 0.5364 -4.5691 0.0 0.0 0.0 0.08
H 2.4615 2.2733 -4.5222 0.0 0.0 0.0 0.08
H 4.2131 2.7102 -3.1309 0.0 0.0 0.0 0.12
C -1.4672 -3.6441 2.5872 0.0 0.0 0.0 -0.15
C -0.4509 -3.3261 1.5124 0.0 0.0 0.0 -0.16
N -0.9277 -2.1881 0.7426 0.1 0.1 0.0 0.06
C -2.2247 -1.9750 0.4406 0.0 -0.1 0.0 -0.33
N -2.5142 -1.0187 -0.4356 -0.1 0.0 -0.2 -0.03
C -3.9234 -0.7569 -0.7632 0.0 0.0 0.0 -0.21
C -4.8535 -1.1161 0.3744 0.0 0.0 0.0 -0.15
C -4.5785 -2.5493 0.7670 -0.1 0.0 0.0 -0.14
N -3.1645 -2.7023 1.0837 0.0 0.1 0.0 -0.03
C -2.8128 -3.8465 1.9224 0.0 -0.1 0.0 -0.13
H -1.5243 -2.8212 3.3031 0.0 0.0 0.0 0.12
H -1.1849 -4.5463 3.1280 0.0 0.0 0.0 0.13
H -0.2983 -4.1962 0.8651 0.0 0.0 0.0 0.13
H 0.5150 -3.0572 1.9397 0.0 0.0 0.0 0.12
H -0.2763 -1.7887 0.0649 0.0 0.0 0.0 -0.04
H -4.2022 -1.3179 -1.6613 0.0 0.0 0.0 0.13
H -4.0130 0.3037 -1.0035 0.0 0.0 0.0 0.09
H -5.8919 -0.9969 0.0699 0.0 0.0 0.0 0.13
H -4.6773 -0.4601 1.2308 0.0 0.0 0.0 0.12
H -4.8598 -3.2298 -0.0443 0.0 0.0 0.0 0.14
H -5.1462 -2.8383 1.6518 0.0 0.0 0.0 0.13
H -2.8035 -4.7601 1.3181 0.0 0.0 0.0 0.14
H -3.6022 -3.9556 2.6661 0.0 0.0 0.0 0.13
```
Positions in Å, forces in eV/Å.